Formula: C27H49BF3N2O27P2
Source: OMol25
Level of theory: wB97M-V/def2-TZVPD

Calculated values
M: 963.4 g/mol
max |F|: 6.5 eV/Å
E_HOMO: -7.15 eV
frontier orbital gap: 9.0 eV
total energy: -4206.6545 Eh

```
! wB97M-V def2-TZVPD RIJCOSX def2/J DEFGRID3
* xyz -1 1
O -4.258 -7.468 3.448
C -4.692 -8.506 3.859
O -4.627 -8.953 5.150
B -4.980 -10.351 5.095
O -5.612 -10.582 3.724
C -5.446 -9.526 2.978
O -5.623 -9.452 1.729
O -5.948 -10.526 6.278
C -5.635 -11.497 6.985
O -6.108 -11.897 8.062
C -4.228 -12.025 6.507
O -3.905 -11.330 5.472
O -3.537 -12.889 7.040
C -5.129 0.621 -3.396
C -5.174 1.760 -2.366
C -3.788 2.093 -1.626
O -3.200 1.132 -0.747
C -2.466 0.109 -1.502
N -5.576 3.010 -2.961
H -4.637 0.840 -4.344
H -6.097 0.336 -3.807
H -4.573 -0.252 -3.054
H -5.919 1.523 -1.606
H -3.971 3.028 -1.097
H -3.063 2.389 -2.385
H -1.830 -0.415 -0.788
H -1.921 0.353 -2.414
H -3.160 -0.685 -1.777
H -5.221 3.716 -2.332
H -5.013 3.041 -3.799
C -9.910 -9.649 -6.278
C -9.617 -11.158 -6.231
C -10.453 -11.881 -7.326
O -11.837 -12.038 -6.996
C -12.108 -12.921 -5.954
N -8.246 -11.398 -6.524
H -10.963 -9.370 -6.263
H -9.516 -9.111 -7.141
H -9.313 -9.153 -5.512
H -9.822 -11.514 -5.222
H -10.057 -12.876 -7.529
H -10.516 -11.436 -8.319
H -11.502 -12.714 -5.072
H -11.830 -13.890 -6.368
H -13.173 -12.832 -5.742
H -7.638 -11.476 -5.722
H -7.749 -10.736 -7.103
C -13.269 -15.606 7.707
O -14.096 -14.917 8.599
P -15.500 -15.631 9.101
O -15.419 -17.088 9.325
O -15.887 -14.709 10.398
C -17.264 -14.669 10.983
O -16.571 -15.225 7.967
C -16.683 -13.852 7.592
H -12.314 -15.095 7.580
H -13.564 -15.553 6.659
H -13.218 -16.673 7.925
H -17.361 -15.286 11.876
H -17.987 -14.868 10.192
H -17.662 -13.681 11.215
H -16.756 -13.733 6.511
H -15.842 -13.167 7.701
H -17.441 -13.465 8.274
C -0.659 -15.141 0.283
O -0.707 -16.167 -0.671
P -1.999 -16.224 -1.656
O -2.215 -17.497 -2.503
O -3.307 -15.890 -0.729
C -4.565 -15.635 -1.396
O -1.802 -14.812 -2.364
C -0.743 -14.744 -3.307
H -0.430 -15.569 1.259
H -1.558 -14.525 0.320
H 0.022 -14.341 -0.005
H -5.333 -16.351 -1.104
H -4.530 -15.576 -2.484
H -5.045 -14.698 -1.115
H -0.537 -13.699 -3.537
H -0.802 -15.229 -4.282
H 0.145 -15.201 -2.871
C -8.338 -4.507 7.511
C -7.379 -4.285 8.572
O -7.959 -4.939 9.656
C -8.819 -5.884 9.301
O -9.322 -6.774 10.021
O -9.251 -5.556 7.999
F -7.303 -2.969 8.646
H -7.690 -4.559 6.636
H -8.931 -3.633 7.239
H -6.359 -4.577 8.323
C -6.231 -18.473 11.328
C -6.275 -19.167 10.030
O -6.963 -20.318 10.294
C -6.924 -20.566 11.599
O -7.535 -21.384 12.214
O -6.198 -19.631 12.171
F -5.078 -19.454 9.510
H -7.046 -17.815 11.627
H -5.346 -17.838 11.368
H -6.877 -18.595 9.325
C -2.972 -8.829 12.927
C -3.366 -9.982 13.887
O -3.059 -9.464 15.131
C -3.255 -8.145 15.051
O -3.241 -7.485 16.070
O -3.404 -7.734 13.769
F -2.650 -11.059 13.626
H -3.441 -8.785 11.944
H -1.916 -8.560 12.903
H -4.400 -10.260 13.686
*
```